A structure of composition C5H6BrI. Source: OMol25; level of theory: wB97M-V/def2-TZVPD.

```
13
C5H6BrI wB97M-V/def2-TZVPD
C -0.6452 0.3331 -0.0449
C 0.3917 0.8746 0.2143
C -1.9585 -0.0978 -0.5575
C 1.9576 2.6855 0.7569
C 1.6665 1.4854 0.3822
Br 1.5679 -3.6598 0.3912
I 3.2593 0.2980 -0.1933
H -1.8112 -0.0317 -1.6387
H -2.8621 0.5893 -0.3206
H -2.2089 -1.0361 0.0953
H 0.5627 -4.6535 0.2829
H 2.9587 3.1018 0.7252
H 1.0569 3.2790 1.0942
```

Computed properties:
**F_max**: 3.4 eV Å⁻¹
**Charge**: 0
**Highest occupied orbital energy**: -8.95 eV
**Total energy**: -3065.71280 a.u.
**Multiplicity**: 1

Atom charges from the Mulliken analysis, given in e for atoms 1 to 8: number 1, C, carries 1.301; number 2, C, carries -0.461; number 3, C, carries -1.012; number 4, C, carries -0.654; number 5, C, carries -0.512; number 6, Br, carries -0.209; number 7, I, carries 0.032; number 8, H, carries 0.258